# 1
{
  "formula": "C3F2O",
  "method": "the ωB97M-V functional and the def2-TZVPD basis",
  "symbols": ["C", "C", "C", "O", "F", "F"],
  "xyz": [[0.484, -0.216, -0.266], [1.611, 0.136, -0.003], [-0.959, -0.266, -0.056], [-1.652, -1.171, 0.147], [-2.334, 1.165, 0.063], [2.848, 0.352, 0.115]],
  "lowdin_charge": [0.101, -0.060, -0.119, 0.210, -0.345, 0.213],
  "e_homo_ev": [-11.41, -11.41],
  "lumo_ev": [-1.3385, -1.3384],
  "orbital_gap_ev": [10.1, 10.1]
}

---

# 2
{
  "formula": "C3F3O2",
  "method": "the ωB97M-V functional and the def2-TZVPD basis",
  "symbols": ["C", "C", "C", "O", "O", "F", "F", "F"],
  "xyz": [[-0.735, -0.566, -0.056], [2.229, -0.131, 0.611], [-1.653, 0.575, -0.035], [-1.587, -0.003, -1.211], [-2.047, 1.555, 0.456], [-1.402, -1.737, 0.372], [2.909, -0.839, -0.271], [2.287, 1.147, 0.134]],
  "lowdin_charge": [-0.177, -0.095, -0.631, 0.013, 0.078, -0.129, -0.009, -0.051],
  "e_homo_ev": [-3.20, -3.20],
  "total_charge": -1,
  "lumo_ev": [4.0366, 4.0369],
  "orbital_gap_ev": [7.2, 7.2]
}

---

# 3
{
  "formula": "C3F3O3",
  "method": "the ωB97M-V functional and the def2-TZVPD basis",
  "symbols": ["C", "C", "C", "O", "O", "O", "F", "F", "F"],
  "xyz": [[-1.622, -0.530, 0.185], [-0.646, 0.431, -0.202], [1.860, 0.060, -0.033], [-2.136, -1.605, 0.203], [-1.711, 0.634, 0.890], [2.736, 0.525, -0.669], [-1.106, 0.962, -1.429], [1.400, -1.129, -0.252], [1.643, 0.484, 1.253]],
  "lowdin_charge": [-0.535, -0.186, -0.650, 0.069, 0.029, 0.141, -0.090, 0.152, 0.070],
  "e_homo_ev": -3.90,
  "total_charge": -1,
  "lumo_ev": 4.0240,
  "orbital_gap_ev": 7.9
}

---

# 4
{
  "formula": "C3F5N4",
  "method": "the ωB97M-V functional and the def2-TZVPD basis",
  "symbols": ["C", "C", "C", "N", "N", "N", "N", "F", "F", "F", "F", "F"],
  "xyz": [[-0.262, 1.297, -0.199], [1.368, -0.935, 0.542], [0.224, -1.905, 0.452], [-0.026, 2.603, -0.133], [-1.283, 0.853, -0.856], [-1.071, 3.008, -0.760], [-1.830, 1.977, -1.201], [2.117, -1.254, -0.533], [2.092, -1.114, 1.682], [-0.739, -1.769, -0.431], [-0.425, -2.012, 1.562], [0.749, -3.219, 0.330]],
  "lowdin_charge": [-0.235, -0.218, -0.623, -0.073, -0.074, -0.163, -0.136, 0.071, 0.077, 0.155, 0.166, 0.054],
  "e_homo_ev": [-5.17, -5.39],
  "total_charge": -1,
  "lumo_ev": [2.2970, 3.3693],
  "orbital_gap_ev": [7.5, 8.8]
}

---

Number 1: F_max 3.66 eV/A, DFT total energy -10587.6895 eV. Number 2: F_max 4.57 eV/A, DFT total energy -15354.8249 eV. Number 3: F_max 2.07 eV/A, DFT total energy -17404.8475 eV. Number 4: F_max 3.52 eV/A, DFT total energy -22654.5952 eV.